No. 1
C36H46AsCaN7O2S2 as an isolated structure, computed with ωB97M-V/def2-TZVPD.

```
95
Properties=species:S:1:pos:R:3:forces:R:3:lowdin_charge:R:1
Ca -0.143 -0.464 0.306 0.0742 0.5495 -0.1142 1.2046
C 1.976 0.627 -3.662 0.0105 -0.0451 0.0260 -0.0299
C 1.737 0.826 -2.195 0.0111 0.0962 0.0855 -0.3068
N 2.084 -0.012 -1.297 0.0080 -0.0950 -0.1339 -0.0078
N 2.807 -1.118 -1.735 -0.1452 0.0771 0.1126 -0.0339
C 2.093 -2.158 -2.019 0.0408 -0.0194 -0.0991 -0.9370
N 2.809 -3.282 -2.449 -0.0110 0.0050 0.0579 0.0236
S 0.372 -2.282 -2.016 -0.0315 -0.0462 -0.0938 0.5592
C 1.111 2.080 -1.685 0.0283 -0.0042 0.0175 -0.2107
C 1.298 3.289 -2.349 -0.0191 -0.0283 0.0349 -0.0172
C 0.845 4.456 -1.757 -0.0065 0.0027 0.0195 -0.0692
C 0.228 4.379 -0.522 0.0099 -0.0092 0.0207 -0.0572
C 0.053 3.128 0.051 -0.0567 -0.0012 -0.0123 -0.1317
N 0.458 2.001 -0.520 0.0985 -0.0485 -0.1841 0.0898
H 1.515 -0.318 -3.956 -0.0025 -0.0094 -0.0036 0.0656
H 3.045 0.542 -3.865 0.0087 0.0079 -0.0091 0.0840
H 1.542 1.426 -4.258 0.0060 0.0032 -0.0098 0.0639
H 3.769 -3.285 -2.136 0.0195 -0.0175 -0.0072 0.0627
H 2.310 -4.143 -2.294 0.0206 0.0351 -0.0040 0.0462
H 1.815 3.313 -3.297 0.0042 0.0188 0.0005 0.1022
H 0.987 5.411 -2.247 0.0004 -0.0050 -0.0035 0.1018
H -0.126 5.262 -0.006 -0.0046 0.0065 -0.0114 0.1013
H -0.440 3.005 1.005 -0.0323 0.0008 0.0272 0.0916
C -0.492 -4.483 0.705 -0.0264 -0.0181 -0.0261 -0.0690
C -0.903 -4.003 2.064 0.0469 -0.0220 0.0103 -0.2247
C -0.562 -4.715 3.208 -0.0200 0.0200 -0.0020 -0.0845
C -0.941 -4.279 4.471 0.0303 -0.0260 -0.0100 -0.1182
C -1.687 -3.118 4.585 -0.0150 0.0387 0.0111 -0.0750
C -2.051 -2.384 3.460 -0.0207 -0.0208 0.0165 -0.2075
C -2.871 -1.133 3.599 -0.0083 0.0278 0.0240 -0.0372
C -1.646 -2.815 2.187 0.0514 -0.0348 -0.0101 -0.2437
N -1.884 -2.026 1.056 -0.0175 0.0124 -0.0168 0.0031
C -3.105 -1.906 0.537 -0.0568 0.0292 0.0376 -0.3113
C -4.246 -2.801 0.963 -0.0094 -0.0421 -0.0043 -0.0394
C -3.356 -0.909 -0.443 -0.0610 0.0346 0.0226 -0.3113
C -4.757 -0.783 -0.996 -0.0324 -0.0019 -0.0263 -0.0404
N -2.380 -0.083 -0.811 0.1074 -0.0420 0.0133 0.0205
C -2.618 0.977 -1.702 -0.1318 0.0289 0.0182 -0.2462
C -2.913 2.248 -1.181 -0.0302 -0.0254 -0.0244 -0.2254
C -3.207 2.399 0.284 0.0133 0.0127 0.0669 -0.0463
C -2.989 3.342 -2.034 -0.0027 0.0039 -0.0359 -0.0743
C -2.822 3.191 -3.402 -0.0174 0.0221 0.0135 -0.1098
C -2.619 1.923 -3.920 0.0074 -0.0463 -0.0041 -0.0696
C -2.530 0.806 -3.094 0.0318 0.0601 0.0214 -0.2147
C -2.361 -0.562 -3.685 0.0382 0.0143 -0.0425 -0.0480
H 0.000 -5.456 0.773 0.0145 -0.0219 -0.0038 0.0714
H 0.177 -3.768 0.219 -0.0550 -0.0560 0.0577 0.0002
H -1.355 -4.578 0.044 0.0047 0.0054 -0.0013 0.0804
H 0.004 -5.635 3.098 -0.0057 -0.0198 0.0203 0.0969
H -0.659 -4.841 5.354 -0.0021 -0.0057 0.0081 0.0884
H -1.994 -2.761 5.563 0.0101 -0.0117 0.0067 0.1013
H -2.756 -0.703 4.596 -0.0057 -0.0157 -0.0061 0.0744
H -3.935 -1.338 3.444 -0.0005 -0.0018 -0.0171 0.0794
H -2.562 -0.402 2.852 0.0049 -0.0068 0.0032 0.0504
H -3.906 -3.545 1.683 0.0170 0.0025 -0.0006 0.0765
H -4.675 -3.333 0.109 0.0008 0.0051 -0.0047 0.0746
H -5.062 -2.236 1.426 0.0028 0.0124 -0.0070 0.0716
H -5.483 -0.579 -0.203 0.0002 -0.0010 0.0026 0.0750
H -5.084 -1.701 -1.493 0.0143 -0.0109 -0.0017 0.0747
H -4.817 0.029 -1.719 0.0032 -0.0015 0.0027 0.0747
H -4.207 2.010 0.509 0.0036 -0.0065 0.0043 0.0838
H -3.184 3.450 0.580 -0.0068 0.0106 -0.0066 0.0762
H -2.504 1.836 0.899 0.0239 0.0107 -0.0342 0.0389
H -3.187 4.322 -1.614 -0.0032 0.0139 -0.0011 0.1010
H -2.871 4.050 -4.060 0.0002 0.0122 0.0014 0.0882
H -2.529 1.783 -4.993 -0.0008 0.0084 -0.0019 0.0982
H -2.412 -0.515 -4.774 0.0055 -0.0002 0.0072 0.0722
H -3.141 -1.243 -3.337 0.0104 -0.0113 0.0299 0.0742
H -1.405 -1.000 -3.398 0.0241 -0.0552 0.0357 -0.0078
O -0.759 1.017 2.081 -0.1611 -0.2357 -0.1027 -0.3256
N -0.591 1.549 3.262 0.1063 0.0664 0.0148 -0.2188
C -1.697 1.962 3.924 0.0128 -0.0021 -0.0275 -0.0584
C -1.637 2.530 5.167 -0.0030 -0.0014 -0.0025 -0.0869
C -0.379 2.686 5.757 -0.0236 0.0069 0.0137 -0.1042
C 0.737 2.292 5.069 0.0208 -0.0161 -0.0173 -0.1168
C 0.678 1.723 3.774 -0.0201 0.0242 0.0557 -0.7124
S 2.039 1.305 2.863 0.0576 -0.0203 -0.0366 0.6012
H -2.608 1.791 3.371 -0.0088 0.0305 0.0471 0.1222
H -2.549 2.839 5.655 -0.0071 0.0013 0.0087 0.0946
H -0.283 3.123 6.743 -0.0068 0.0051 0.0094 0.0960
H 1.727 2.416 5.484 -0.0015 0.0028 0.0087 0.0891
C 4.175 -1.244 1.674 0.0591 -0.0476 0.0179 -0.2117
As 2.597 -2.215 2.169 -0.0046 0.0951 0.0091 0.9752
C 3.007 -4.075 1.888 0.0214 -0.0417 0.0374 -0.1948
C 2.197 -2.022 4.042 -0.0079 -0.0414 -0.0248 -0.2018
O 1.326 -1.843 1.203 -0.0158 -0.1995 0.1455 -0.6651
H 5.050 -1.679 2.159 0.0070 0.0155 -0.0117 0.0334
H 4.057 -0.202 1.961 -0.0131 -0.0207 0.0129 -0.0230
H 4.254 -1.317 0.588 -0.0275 0.0066 -0.0005 0.0232
H 3.853 -4.393 2.496 0.0056 0.0027 -0.0090 0.0333
H 3.225 -4.214 0.830 -0.0029 0.0058 -0.0025 0.0331
H 2.118 -4.648 2.151 0.0236 0.0110 -0.0058 0.0145
H 2.546 -2.899 4.587 0.0206 0.0246 0.0198 0.0317
H 1.111 -1.952 4.115 -0.0018 -0.0302 -0.0170 0.0310
H 2.642 -1.104 4.419 0.0015 0.0041 -0.0063 0.0039
```
Forces are in eV/Å.

frontier orbital gap (alpha / beta)	0.201 / 0.260	hartree
⟨S²⟩	0.76
HOMO (alpha / beta)	-0.1046 / -0.1642	Eh
2S+1	2
net charge	-1
E_LUMO (alpha / beta)	2.61 / 2.61	eV

No. 2
One molecule with the formula C16H16ClN5O2S in a non-equilibrium geometry, computed with ωB97M-V/def2-TZVPD.

```
41
Properties=species:S:1:pos:R:3:forces:R:3:lowdin_charge:R:1
C 0.917 -1.935 2.093 -0.0520 -0.0067 0.0118 -0.0138
C 0.252 -0.968 1.172 -0.3614 0.1154 -0.1437 -0.2916
N 1.054 -0.197 0.441 0.0579 -0.0144 0.0353 0.1588
C 0.480 0.691 -0.353 -0.8285 -0.8798 0.6316 -0.4348
N -0.821 0.872 -0.532 -0.1397 0.1247 -0.1104 0.2036
C -1.624 0.090 0.185 1.0560 -0.3275 0.2910 -0.2129
C -1.127 -0.860 1.080 0.0161 0.0958 -0.0871 0.0526
H -1.805 -1.466 1.654 0.0028 -0.0764 0.0490 0.1050
N -2.985 0.239 0.027 -0.6919 0.4026 -0.3782 -0.0341
C -3.682 1.133 -0.748 -0.2733 0.0584 -0.0544 -0.2386
C -5.007 0.861 -0.537 0.3614 -0.0106 0.0094 0.0207
C -5.040 -0.217 0.381 0.3974 0.1991 -0.1627 -0.3404
N -3.821 -0.573 0.707 -0.2807 -0.6537 0.5549 0.1281
C -6.238 -0.895 0.939 0.0732 -0.0292 0.0294 -0.0341
H -5.927 -1.689 1.611 -0.0459 -0.0620 0.0513 0.0757
H -6.840 -1.316 0.136 -0.0656 -0.0478 0.0092 0.0791
H -6.853 -0.181 1.486 -0.0681 -0.0173 0.0445 0.0794
H -5.848 1.359 -0.975 -0.1183 0.1695 -0.1445 0.1087
C -3.049 2.160 -1.606 -0.0259 0.1653 -0.1406 -0.0399
H -2.410 2.811 -1.012 0.0087 0.0640 -0.0929 0.0781
H -2.422 1.692 -2.363 0.0091 0.1003 -0.0389 0.0768
H -3.822 2.751 -2.090 -0.0626 0.0102 -0.0065 0.0805
N 1.344 1.470 -1.081 0.9423 0.2326 0.1411 -0.0169
H 0.915 2.196 -1.635 0.1966 0.2176 -0.0515 0.1289
S 2.782 1.915 -0.290 -0.3779 0.2725 -0.4070 0.6402
O 2.487 2.207 1.075 -0.0695 -0.2853 -0.0357 -0.2972
O 3.344 2.948 -1.104 -0.0482 -0.0985 -0.2986 -0.2875
C 3.791 0.440 -0.442 -0.1841 0.4517 0.0560 -0.2944
C 3.426 -0.631 -1.233 0.0758 -0.1631 -0.1310 -0.0688
C 4.256 -1.738 -1.309 -0.0570 0.1076 -0.0258 -0.0665
C 5.447 -1.762 -0.600 -0.0082 0.0278 0.0200 -0.0715
C 5.828 -0.681 0.174 -0.1548 0.1583 -0.0059 -0.0870
C 4.994 0.428 0.244 -0.1030 -0.1869 -0.1452 -0.6399
Cl 5.427 1.814 1.146 0.7065 0.1756 0.4386 0.7742
H 6.759 -0.680 0.717 0.0937 0.0246 0.0616 0.1079
H 6.090 -2.628 -0.656 0.0622 -0.0685 -0.0001 0.1074
H 3.973 -2.580 -1.922 -0.0394 -0.0614 -0.0544 0.1062
H 2.497 -0.593 -1.775 -0.0737 -0.0624 -0.0653 0.1064
H 1.904 -2.183 1.712 0.0419 -0.0445 -0.0082 0.0785
H 1.039 -1.469 3.069 0.0300 -0.0022 0.0945 0.0919
H 0.317 -2.834 2.211 -0.0022 -0.0754 0.0594 0.0811
```
Forces are in eV/Å.

frontier orbital gap	0.349	hartree
HOMO	-0.3297	Eh
E_LUMO	0.53	eV

No. 3
C30H37BBrIN9OPRhSe as an isolated structure, computed with ωB97M-V/def2-TZVPD.

```
83
Properties=species:S:1:pos:R:3:forces:R:3:lowdin_charge:R:1
Rh -0.273 -0.567 0.419 0.0365 0.6866 -0.4252 0.8820
C 0.367 -2.929 -2.328 0.0807 0.0516 -0.1032 -0.1084
C -0.580 -1.776 -2.424 0.1472 0.0865 -0.1104 -0.3213
C -1.281 -1.464 -3.582 -0.0775 0.0109 0.0056 0.0170
C -2.037 -0.349 -3.289 0.0953 -0.0111 -0.0702 -0.0146
N -1.781 0.009 -2.031 -0.2145 -0.0312 0.1021 0.0427
N -0.892 -0.854 -1.482 -0.1405 -0.1891 0.1729 -0.0398
B -2.482 1.036 -1.102 0.1575 0.0319 -0.0501 -0.6657
N -1.374 1.952 -0.545 -0.1086 0.0412 0.2055 0.0280
C -1.285 3.284 -0.625 -0.0266 -0.0037 0.0273 -0.0114
C -0.244 3.692 0.183 -0.0412 -0.0060 0.0400 0.0197
C 0.263 2.529 0.762 0.0100 0.0491 -0.0115 -0.3074
C 1.330 2.453 1.791 0.0414 -0.0205 0.0425 -0.0476
N -0.428 1.478 0.290 0.0450 -0.1007 -0.1143 -0.0223
N -3.062 0.193 0.059 -0.0642 -0.0754 -0.0191 0.0461
C -4.339 -0.128 0.301 -0.0265 -0.0033 0.0513 -0.0179
C -4.394 -0.953 1.402 0.0141 0.0632 -0.0430 0.0273
C -3.070 -1.130 1.791 -0.0545 0.0217 0.1720 -0.3030
C -2.584 -1.870 2.984 -0.2698 0.2217 -0.1623 -0.0256
N -2.265 -0.450 0.962 0.2516 -0.1112 -0.0896 -0.0300
N -3.491 1.881 -1.809 -0.0446 -0.1652 -0.1047 -0.0160
C -4.566 2.576 -1.343 0.0722 0.1230 0.0717 -0.0717
C -4.956 3.450 -2.317 -0.0021 -0.0092 0.0190 0.0025
C -4.039 3.252 -3.376 0.0362 0.0099 -0.0085 -0.3350
C -3.981 3.960 -4.689 -0.0069 -0.0054 -0.0100 -0.0205
N -3.154 2.324 -3.060 -0.0689 -0.0166 -0.0102 0.1087
H 0.714 -3.161 -3.334 0.0550 0.0529 0.0005 0.0981
H -0.128 -3.825 -1.959 -0.0175 0.0126 -0.0558 0.0514
H 1.231 -2.724 -1.700 0.0376 0.0193 0.0143 0.0364
H -1.235 -1.998 -4.516 -0.0080 -0.0097 0.0057 0.1267
H -2.709 0.242 -3.887 -0.0187 -0.0053 0.0159 0.1258
H -1.973 3.844 -1.237 -0.0004 0.0023 -0.0088 0.1374
H 0.084 4.699 0.373 0.0018 0.0038 -0.0052 0.1237
H 1.552 3.457 2.148 0.0173 -0.0001 -0.0146 0.1031
H 2.250 2.021 1.404 -0.0363 -0.0869 0.1033 0.0351
H 1.007 1.856 2.642 -0.0218 0.0091 0.0181 0.0440
H -5.130 0.253 -0.321 -0.0039 0.0106 -0.0021 0.1317
H -5.270 -1.352 1.882 -0.0056 -0.0052 -0.0069 0.1263
H -3.314 -1.780 3.787 -0.0194 0.0148 0.0171 0.1117
H -1.646 -1.447 3.341 -0.3064 0.2160 -0.1720 0.0567
H -2.452 -2.934 2.784 -0.1297 0.1689 -0.0326 0.0768
H -4.955 2.438 -0.348 -0.0146 -0.0388 -0.0038 0.1219
H -5.788 4.132 -2.286 0.0053 0.0085 0.0044 0.1149
H -4.974 4.274 -5.003 -0.0026 -0.0092 -0.0012 0.0847
H -3.560 3.314 -5.456 0.0122 0.0037 0.0059 0.0791
H -3.358 4.853 -4.619 -0.0093 0.0071 0.0042 0.0841
C 3.610 1.474 -0.943 -0.0351 0.0230 0.0065 -0.1307
P 2.329 0.399 -1.579 -0.2120 0.2611 0.0298 0.6305
C 1.254 1.435 -2.568 -0.0609 -0.0097 -0.0175 -0.1256
C 3.135 -0.738 -2.701 0.0028 0.0041 0.0576 -0.1408
O 1.606 -0.301 -0.429 0.3113 -0.4982 0.0932 -0.5538
H 4.073 2.025 -1.763 0.0101 -0.0390 -0.0168 0.0783
H 4.371 0.890 -0.430 0.0521 -0.0526 0.0892 0.0575
H 3.171 2.188 -0.249 0.0782 0.0045 -0.1040 0.0454
H 1.851 1.963 -3.314 0.0071 -0.0077 -0.0052 0.0805
H 0.754 2.170 -1.935 0.0640 -0.0169 -0.0634 0.0440
H 0.504 0.836 -3.085 0.0095 0.0005 0.0059 0.0524
H 3.749 -0.166 -3.399 0.0052 0.0066 0.0186 0.0779
H 2.402 -1.300 -3.272 -0.0557 -0.0526 -0.0180 0.0488
H 3.774 -1.420 -2.142 0.0184 -0.0421 0.0295 0.0591
Se -0.182 -3.054 0.627 -0.0822 -0.0647 0.2016 1.0433
C -0.161 -4.012 2.256 0.1050 -0.1131 -0.0785 -0.5861
C -0.335 -3.582 3.571 0.4164 0.0053 0.1785 -0.1750
C -0.256 -4.524 4.580 0.0298 -0.0506 -0.0108 -0.0897
N -0.033 -5.822 4.369 -0.0237 0.0039 -0.0111 0.1101
C 0.124 -6.232 3.119 0.0106 -0.0080 0.0009 -0.0975
C 0.072 -5.373 2.026 -0.0006 0.0284 0.0427 -0.0953
H -0.551 -2.558 3.831 0.4534 -0.3646 0.0505 0.0407
H -0.385 -4.223 5.613 0.0056 0.0042 0.0035 0.1269
H 0.299 -7.291 2.970 0.0079 0.0016 0.0038 0.1254
H 0.214 -5.759 1.026 -0.0183 -0.0064 -0.0037 0.1012
Br 4.736 -2.287 1.134 -0.0459 0.0651 -0.0883 0.7605
C 4.835 -0.644 2.064 0.0130 -0.0269 -0.0648 -0.7454
C 6.075 -0.026 2.151 -0.0128 0.0116 -0.0068 -0.1163
C 6.213 1.156 2.861 0.0013 -0.0017 0.0051 -0.0439
C 5.120 1.718 3.505 -0.0005 0.0117 -0.0055 -0.0494
C 3.880 1.105 3.426 -0.0213 0.0326 -0.0178 -0.1551
C 3.736 -0.062 2.687 -0.0159 -0.0202 -0.0556 -0.6836
I 1.887 -1.038 2.716 -0.3899 -0.1115 0.2843 1.1670
H 6.931 -0.485 1.675 -0.0068 0.0026 -0.0004 0.1113
H 7.185 1.625 2.928 0.0000 0.0017 0.0026 0.1223
H 5.231 2.624 4.084 0.0026 -0.0007 0.0022 0.1205
H 3.034 1.525 3.951 0.0010 -0.0046 -0.0021 0.0992
```
Forces are in eV/Å.

frontier orbital gap (alpha / beta)	0.243 / 0.198	hartree
⟨S²⟩	0.76
HOMO (alpha / beta)	-0.5053 / -0.5053	Eh
2S+1	2
net charge	+2
E_LUMO (alpha / beta)	-7.13 / -8.37	eV